1.
Molecular formula: C5H13NO2
Method: DFT, ωB97M-V/def2-TZVPD

Geometry as XYZ:
```
21
Properties=species:S:1:pos:R:3:forces:R:3
C 0.552381 -1.411473 -0.222644 -5.0 3.4 -2.2
N 0.322095 -0.143965 -0.889268 3.9 -2.5 1.1
C 1.307571 0.827388 -0.487913 0.9 1.2 1.5
C 0.703463 1.308154 0.930944 -0.3 -1.5 -2.4
C -0.877533 0.107997 -1.582673 -0.7 3.4 -0.8
C -2.224944 0.283068 -0.837828 -0.5 0.9 1.1
O -0.469525 -1.912462 0.208850 1.2 -1.6 0.4
H 1.516662 -1.811327 -0.357029 1.6 -0.6 0.5
H 2.362029 0.361649 -0.391863 -1.7 0.3 0.1
H 1.518439 1.669585 -1.204824 -0.8 -0.7 0.5
H -0.266574 1.727896 0.649913 -0.1 -0.3 0.3
H 0.596530 0.393215 1.549929 0.1 1.0 -0.3
H 1.178633 2.081441 1.424203 1.5 1.4 1.1
H -0.854121 -0.605661 -2.350827 -1.0 -1.3 -1.1
H -0.707122 1.086104 -2.185113 -0.1 -1.3 1.1
H -2.057942 0.698914 0.239840 -0.3 -0.5 -2.1
H -2.696914 -0.690077 -0.668611 0.0 0.2 -0.2
H -2.957127 0.981920 -1.415468 1.4 -1.3 1.0
H 1.729574 -2.014972 2.497663 -0.8 0.3 0.1
H 0.295720 -1.540454 2.318936 -5.0 -1.5 -3.3
O 1.028703 -1.396948 2.773792 5.9 0.9 3.4
```
Positions in Å, forces in eV/Å.

## Properties
Net charge: 0
HOMO level: -8.77 eV
SMILES: CCN(C=O)CC.O
Orbital gap: 9.54 eV
Energy relative to the best compared isomer or geometry (same formula, charge and spin): 67.9 kcal/mol

---

2.
Molecular formula: C3H3N3O
Method: DFT, ωB97M-V/def2-TZVPD

Geometry as XYZ:
```
10
Properties=species:S:1:pos:R:3:forces:R:3
O 1.682135 -0.533397 0.508351 0.3 0.0 0.0
C 0.910639 -0.049190 -0.485031 -0.4 0.0 0.1
C 0.416704 1.297165 -0.312350 -0.1 0.1 0.0
N -0.641447 1.181725 0.443085 0.0 0.0 -0.2
N -1.266941 0.043886 0.709115 -0.7 0.3 -0.6
C -1.092516 -0.885362 -0.256862 -0.3 0.1 0.0
N 0.036280 -0.915478 -0.936588 0.1 0.1 0.4
H 0.921205 -0.774461 1.111733 1.1 -0.4 0.0
H 0.818420 2.263530 -0.588486 0.0 -0.2 0.1
H -1.844964 -1.649335 -0.404453 0.0 0.1 0.0
```
Positions in Å, forces in eV/Å.

## Properties
Net charge: 0
HOMO level (alpha / beta): -9.57 / -9.57 eV
SMILES: Oc1cnncn1
Orbital gap (alpha / beta): 8.76 / 8.76 eV
Energy relative to the best compared isomer or geometry (same formula, charge and spin): 95.6 kcal/mol

---

3.
Molecular formula: C2H3N2OP
Method: DFT, ωB97M-V/def2-TZVPD

Geometry as XYZ:
```
9
Properties=species:S:1:pos:R:3:forces:R:3
C -1.573634 0.176494 -0.465327 2.2 -1.8 3.9
C 0.291393 -0.097258 0.554728 1.3 1.1 -0.2
N -1.838525 -0.400002 0.663829 0.8 -0.6 0.3
N -0.603864 -0.636789 1.291934 -3.2 -0.7 1.2
O -0.261468 0.384400 -0.630174 1.1 0.1 -0.9
P 2.118166 -0.322996 0.453082 -2.0 -1.4 -0.9
H -2.257554 0.577217 -1.058067 -2.6 1.6 -2.8
H 2.141904 0.991539 0.074345 1.2 2.5 0.1
H 1.983583 -0.672608 -0.884352 1.2 -0.8 -0.7
```
Positions in Å, forces in eV/Å.

## Properties
Net charge: 0
HOMO level (alpha / beta): -4.92 / -9.91 eV
Orbital gap (alpha / beta): 5.53 / 5.01 eV
Energy relative to the best compared isomer or geometry (same formula, charge and spin): 89.1 kcal/mol
<S²>: 2.0124
2S+1: 3

---

4.
Molecular formula: C5H10ClNO
Method: DFT, ωB97M-V/def2-TZVPD

Geometry as XYZ:
```
18
Properties=species:S:1:pos:R:3:forces:R:3
C -0.843270 0.532770 1.181471 2.3 2.6 -1.4
C -0.296262 -1.546776 -0.834912 -2.0 0.3 2.3
C 0.135772 1.550420 -1.251988 -1.6 -4.0 2.4
C 0.801614 -1.053310 0.031260 2.2 2.6 -3.2
C 0.403274 0.440148 0.306167 0.6 2.4 -1.9
N -1.369748 1.635777 1.365700 0.8 2.0 -2.2
O 0.944804 -1.825862 1.122041 1.4 -1.1 3.4
Cl 1.816588 1.286721 1.039204 -0.1 -0.3 0.5
H -1.077578 -0.309910 1.658226 -1.5 -3.8 1.6
H -1.152197 -1.592266 -0.083517 0.6 -0.6 -1.2
H -0.169833 -2.441697 -1.361378 0.3 -1.5 -0.4
H -0.581887 -0.786747 -1.505149 -0.2 0.7 -1.0
H -0.901792 1.128415 -1.490741 1.7 0.8 -0.4
H 0.955868 1.275720 -1.923559 -0.5 0.1 0.1
H 0.026312 2.601130 -1.046109 0.4 0.1 0.7
H 1.795026 -1.027837 -0.538783 -1.2 0.2 0.5
H -2.279754 1.792274 1.678719 -1.4 -0.5 1.7
H 1.793062 -1.658971 1.653348 -1.9 0.0 -1.4
```
Positions in Å, forces in eV/Å.

## Properties
Net charge: 0
HOMO level: -9.44 eV
Orbital gap: 10.20 eV
Energy relative to the best compared isomer or geometry (same formula, charge and spin): 74.0 kcal/mol

---

5.
Molecular formula: C4H3F2N
Method: DFT, ωB97M-V/def2-TZVPD

Geometry as XYZ:
```
10
Properties=species:S:1:pos:R:3:forces:R:3
C 0.212779 -0.374200 -0.669077 0.5 0.5 0.7
C -0.973412 0.209116 -1.186044 0.5 -0.9 -0.8
C -1.510129 0.926826 -0.182358 -0.4 -0.2 1.2
C 0.371047 0.044206 0.641075 0.2 -1.4 -1.1
H -1.435574 -0.006896 -2.141917 0.3 0.2 0.1
H -2.471111 1.371130 -0.084963 -0.3 0.4 -0.1
H -0.903167 1.116400 1.862802 0.0 0.0 -0.4
N -0.720017 0.766254 0.930780 -0.4 1.2 1.3
F 1.087383 -1.118269 -1.336449 0.2 -0.3 -0.3
F 1.273534 -0.290631 1.583898 -0.6 0.4 -0.6
```
Positions in Å, forces in eV/Å.

## Properties
Net charge: 0
HOMO level: -8.49 eV
SMILES: Fc1cc[nH]c1F
Orbital gap: 9.37 eV
Energy relative to the best compared isomer or geometry (same formula, charge and spin): 6.0 kcal/mol

---

6.
Molecular formula: C5H10NOS
Method: DFT, ωB97M-V/def2-TZVPD

Geometry as XYZ:
```
18
Properties=species:S:1:pos:R:3:forces:R:3
C -0.023370 -1.337835 0.593833 -2.3 0.3 1.9
N -0.234493 -0.437439 -0.530878 0.5 1.6 -0.1
C -0.724195 0.978910 -0.198455 -0.3 -0.7 0.7
C -0.705956 1.913958 -1.384380 0.8 0.5 -2.4
S 1.047263 2.209674 -1.958467 -0.1 0.1 0.3
C 0.037883 1.662866 0.967691 0.8 -3.1 -2.0
O -0.505630 2.138262 1.893063 -1.5 1.8 2.4
C 0.988889 -2.507342 0.465215 -0.1 1.4 0.2
H -1.035907 -1.747141 0.811086 0.3 -0.5 -0.5
H 0.023634 -0.822846 1.579946 1.0 0.3 -0.5
H 0.591434 -0.355478 -1.101192 0.5 0.4 -0.2
H -1.780818 0.781625 0.047492 0.2 0.5 0.7
H -1.093213 1.265384 -2.199373 -0.5 0.8 0.3
H -1.216503 2.982151 -1.388837 0.5 -2.6 0.7
H 1.126840 1.490070 0.989773 0.2 0.3 -0.4
H 1.321601 -2.379207 -0.631502 0.1 -1.1 1.9
H 1.781567 -2.431372 1.306355 -0.8 0.1 -2.0
H 0.400972 -3.404240 0.738629 0.7 0.1 -0.9
```
Positions in Å, forces in eV/Å.

## Properties
Net charge: -1
HOMO level: -2.61 eV
SMILES: CCN[C@@H](C=O)C[S-]
Orbital gap: 6.24 eV
Energy relative to the best compared isomer or geometry (same formula, charge and spin): 54.4 kcal/mol

---

7.
Molecular formula: C18H32N2O8Rb
Method: DFT, ωB97M-V/def2-TZVPD

Geometry as XYZ:
```
61
Properties=species:S:1:pos:R:3:forces:R:3
Rb -32.333585 -2.367062 -16.981147 -0.9 0.1 -0.1
C -36.911902 -0.467716 -16.513755 3.5 -2.7 -0.2
C -35.809126 -1.416288 -16.558356 -4.0 1.4 -3.2
C -35.738844 -2.409466 -17.798078 -3.9 -0.2 -1.7
O -34.922137 -3.329727 -17.929910 2.3 -0.1 0.9
C -36.883022 -2.400448 -18.729303 4.4 -0.4 2.7
C -37.889286 -1.508938 -18.604742 -3.7 0.1 -2.7
C -37.907171 -0.482495 -17.464640 -2.8 2.9 1.6
O -38.841665 0.373402 -17.205060 0.7 -1.9 -2.1
O -38.839701 -1.652388 -19.465221 0.6 1.4 1.9
O -34.987830 -1.481709 -15.693555 4.1 -0.7 3.1
H -36.938752 0.145530 -15.625146 -0.3 0.2 -0.1
H -36.933331 -3.208159 -19.444474 0.0 0.1 -0.1
C -33.513246 2.371197 -16.987385 -0.3 -0.8 -0.3
O -32.268528 1.694039 -17.015719 1.5 0.3 0.2
C -32.057356 0.976950 -15.792626 -1.4 1.0 -0.2
C -30.614187 0.711919 -15.434044 -0.3 -0.1 -1.0
N -29.914293 -0.301238 -16.234583 0.0 -0.5 1.6
C -28.575286 -0.593077 -15.610846 -1.3 0.0 -2.2
C -27.897734 -1.660984 -16.472414 -0.1 0.2 1.9
O -27.345961 -1.080393 -17.610842 1.1 0.0 -0.7
C -26.500428 -1.987681 -18.344814 -0.9 -0.2 0.3
H -33.649104 2.926533 -16.059353 -0.1 -0.1 0.2
H -34.237479 1.566571 -17.114458 -0.8 0.4 0.3
H -33.625296 3.084577 -17.803868 0.4 -0.2 -0.2
H -32.803372 0.183589 -15.746451 0.4 -0.9 -0.1
H -32.473374 1.599292 -15.000347 0.3 0.4 0.4
H -30.635939 0.424987 -14.382712 0.3 -0.2 0.0
H -30.072721 1.651748 -15.541877 0.0 0.4 0.3
H -29.870996 -0.001529 -17.198115 0.5 0.2 -0.1
H -28.759572 -0.937936 -14.593402 0.1 -0.1 -0.1
H -27.934596 0.288747 -15.608665 0.1 0.2 0.2
H -28.639434 -2.442830 -16.635832 -0.1 -0.2 -0.6
H -27.156929 -2.111216 -15.811644 0.7 -0.2 -0.2
H -27.192698 -2.692554 -18.805268 0.3 -0.4 -0.3
H -25.802489 -2.532844 -17.709384 -0.1 0.0 0.4
H -25.873325 -1.525986 -19.107491 -0.5 0.6 0.1
C -32.301969 -3.408859 -20.866523 0.0 0.2 0.3
O -31.518594 -3.649280 -19.699090 0.0 0.2 0.1
C -30.749605 -4.844449 -19.636951 -1.0 1.0 0.8
C -30.170939 -4.977320 -18.205364 -0.6 0.3 -0.6
N -31.240521 -5.045006 -17.186909 1.2 -0.3 -1.0
C -30.714306 -5.078315 -15.831782 0.0 0.5 -0.8
C -31.768318 -5.332758 -14.825176 -0.3 0.0 1.7
O -32.774449 -4.361386 -14.846841 -0.2 0.8 -0.7
C -33.864914 -4.646674 -14.005337 -1.1 0.0 -0.2
H -33.107222 -4.119204 -21.053806 0.1 -0.4 0.4
H -31.689679 -3.353876 -21.766626 0.2 0.1 -0.1
H -32.802687 -2.458328 -20.682479 0.1 0.0 -0.1
H -29.993025 -4.810434 -20.420868 0.3 -0.3 0.1
H -31.450339 -5.662770 -19.802535 0.2 -0.5 -0.2
H -29.520004 -4.151380 -17.918625 -0.1 0.5 -0.3
H -29.458357 -5.799953 -18.265329 -0.1 -0.8 0.4
H -31.919163 -5.754778 -17.423055 -0.1 -0.2 0.3
H -30.289423 -4.090424 -15.653868 0.2 0.3 0.2
H -29.893251 -5.777792 -15.674693 0.1 -0.4 0.0
H -31.361442 -5.234506 -13.818742 0.7 -0.4 0.2
H -32.119394 -6.363227 -14.879744 -0.5 -0.2 -0.3
H -34.448636 -5.433428 -14.483241 0.1 -0.6 0.5
H -34.605769 -3.851467 -13.922408 0.6 0.7 -0.7
H -33.594072 -4.814312 -12.962919 0.4 -0.6 0.0
```
Positions in Å, forces in eV/Å.

## Properties
Net charge: -1
HOMO level: -2.40 eV
Orbital gap: 3.71 eV
Energy relative to the best compared isomer or geometry (same formula, charge and spin): 5.8 kcal/mol

---

8.
Molecular formula: C48H42F5MnN6O4Te
Method: DFT, ωB97M-V/def2-TZVPD

Geometry as XYZ:
```
107
Properties=species:S:1:pos:R:3:forces:R:3
Mn -0.209917 -0.058777 -0.181433 -0.1 -0.1 -0.1
C 2.207608 -2.255165 4.324238 0.0 0.0 0.0
C 0.832020 -2.133819 4.465839 0.1 0.0 0.0
C 0.141119 -1.246387 3.662143 0.0 0.0 -0.1
C 0.801288 -0.467052 2.716856 0.0 0.0 0.0
C 2.190674 -0.553164 2.602448 0.0 0.0 0.2
C 2.873797 -1.466170 3.404989 0.0 0.0 0.0
N 0.020684 0.335919 1.833789 0.1 0.2 -0.2
N -0.890101 0.974118 2.423835 0.0 0.0 0.1
C -1.770527 1.582859 1.530253 0.0 0.0 0.0
C -2.713451 2.477951 2.048718 0.0 0.0 0.0
C -3.595026 3.081967 1.180726 0.0 0.0 0.0
C -3.525500 2.769426 -0.184885 0.0 0.0 0.0
C -2.590828 1.870135 -0.669547 0.0 0.0 0.0
C -1.664037 1.234413 0.176414 0.0 0.0 0.0
H 2.766078 -2.957480 4.929249 0.0 0.0 0.0
H 0.296856 -2.742408 5.184252 0.0 0.0 0.0
H -0.935578 -1.162840 3.715242 0.0 0.0 0.0
H 3.723003 -0.204072 1.260577 0.0 0.0 -0.1
H 3.950780 -1.538440 3.303827 0.0 0.0 0.0
H -2.720623 2.685292 3.112822 0.0 0.0 0.0
H -4.333235 3.787414 1.542366 0.0 0.0 0.0
H -4.218390 3.245169 -0.871686 0.0 0.0 0.0
H -2.567076 1.662265 -1.734301 0.0 0.0 0.0
F 2.439434 0.868473 -6.545882 0.0 0.0 0.0
C 2.009747 0.959089 -5.272172 0.0 0.0 0.0
C 0.713342 1.349133 -4.988194 -0.1 0.0 0.0
F -0.122176 1.643021 -5.997365 0.0 0.0 0.0
C 0.278835 1.436305 -3.680320 0.0 0.1 -0.1
F -0.993377 1.810366 -3.470021 0.1 0.0 0.0
C 1.103537 1.164735 -2.567828 -0.1 0.0 0.2
O 0.680853 1.302102 -1.351222 0.2 0.0 0.0
C 2.407996 0.751726 -2.910270 -0.2 0.1 -0.2
F 3.262282 0.401815 -1.946186 0.3 0.0 0.3
C 2.849782 0.657393 -4.217990 -0.1 0.0 0.0
F 4.103911 0.242679 -4.471511 0.0 0.0 0.0
C -1.062427 -9.545789 3.552572 0.0 0.0 0.0
C -0.530754 -8.314719 2.868818 0.0 0.0 0.0
C 0.569390 -8.378896 2.027897 0.0 0.0 0.0
C 1.082631 -7.247121 1.397983 0.0 0.0 0.0
C 2.265013 -7.408349 0.482462 0.0 0.0 0.0
C 0.478009 -6.004719 1.635021 0.0 0.0 0.0
Te 1.193560 -4.232210 0.708876 0.0 0.0 0.0
N 2.965202 0.257386 1.743100 -0.1 0.1 -0.2
C 3.074060 1.629993 1.692587 0.0 -0.2 0.3
O 3.964669 2.148173 1.053255 0.0 0.1 -0.3
C 2.118002 2.454102 2.496822 -0.1 0.0 -0.1
C 2.030835 2.314228 3.875349 0.0 0.0 0.0
C 1.166515 3.125530 4.596337 0.0 0.0 0.0
C 0.386932 4.065330 3.938037 0.0 0.0 0.0
C 0.475717 4.201124 2.558616 0.0 0.0 0.0
C 1.347435 3.403863 1.834757 -0.1 -0.1 0.0
C 3.125251 -4.320421 1.570953 0.0 0.0 0.0
C 3.282950 -4.906541 2.822422 0.0 0.0 0.0
C 4.518381 -4.914779 3.451096 0.0 0.0 0.0
C 5.605033 -4.309332 2.836767 0.0 0.0 0.0
C 5.447583 -3.729449 1.587178 0.0 0.0 0.0
C 4.219496 -3.735211 0.925867 0.0 0.0 0.0
C 4.105888 -3.135022 -0.446727 0.0 0.0 0.0
C -0.646798 -5.920576 2.470827 0.0 0.0 0.0
C -1.339727 -4.614269 2.758417 0.0 0.0 0.0
C -1.129819 -7.078643 3.070867 0.0 0.0 0.0
H -0.630763 -10.451117 3.126211 0.0 0.0 0.0
H -2.147687 -9.609503 3.461123 0.0 0.0 0.0
H -0.824979 -9.532424 4.618651 0.0 0.0 0.0
H 1.040524 -9.338959 1.843179 0.0 0.0 0.0
H 2.468728 -8.463870 0.302954 0.0 0.0 0.0
H 3.161097 -6.954687 0.909393 0.0 0.0 0.0
H 2.087075 -6.914552 -0.474648 0.0 0.0 0.0
H 2.626953 1.565940 4.384722 0.0 0.0 0.0
H 1.093221 3.013641 5.671034 0.0 0.0 0.0
H -0.303562 4.683624 4.498871 0.0 0.0 0.0
H -0.156750 4.910452 2.039864 0.0 0.0 0.0
H 1.400692 3.468708 0.755276 0.0 0.0 0.0
H 2.428721 -5.356677 3.314321 0.0 0.0 0.0
H 4.624930 -5.379484 4.423801 0.0 0.0 0.0
H 6.572099 -4.292126 3.323703 0.0 0.0 0.0
H 6.297121 -3.265438 1.098867 0.0 0.0 0.0
H 5.080912 -2.817543 -0.814897 0.0 0.0 0.0
H 3.427521 -2.277582 -0.473703 0.0 0.0 0.0
H 3.696768 -3.871067 -1.144486 0.0 0.0 0.0
H -1.625328 -4.082016 1.852094 0.0 0.0 0.0
H -0.679996 -3.935530 3.303703 0.0 0.0 -0.1
H -2.238696 -4.781895 3.352036 0.0 0.0 0.0
H -2.000880 -7.009342 3.714912 0.0 0.0 0.0
O -1.622902 -1.852048 -4.113560 0.0 0.0 0.0
C -0.560650 -1.880732 -3.515309 -0.1 -0.1 -0.1
C 0.747307 -2.378160 -4.138382 0.0 0.0 0.1
C 1.714311 -2.407504 -2.962166 0.1 -0.1 0.0
C 0.898444 -1.756773 -1.866097 -0.2 0.0 0.0
O 1.347284 -1.428659 -0.748645 -0.1 0.0 0.1
N -0.379764 -1.530103 -2.201808 0.3 0.3 0.1
H 1.049607 -1.679487 -4.919714 0.0 0.0 0.0
H 0.574842 -3.347636 -4.604795 0.0 0.0 0.0
H 2.638800 -1.851647 -3.114772 0.0 -0.1 0.0
H 1.982494 -3.419257 -2.649649 0.0 0.0 0.0
C -3.985688 -1.701737 -1.721569 0.0 0.0 0.0
N -3.127408 -2.620877 -0.959095 -0.1 0.1 0.0
C -2.733766 -3.853598 -1.641180 0.0 0.0 0.0
C -2.256541 -2.065126 -0.151380 0.1 -0.1 -0.1
N -1.493557 -1.585671 0.578326 -0.1 -0.1 0.1
H -4.924219 -2.211088 -1.941523 0.0 0.0 0.0
H -3.484517 -1.409830 -2.646883 0.0 0.0 0.0
H -4.185001 -0.820092 -1.115726 0.0 0.0 0.0
H -3.632610 -4.439646 -1.834375 0.0 0.0 0.0
H -2.071193 -4.428819 -0.996503 0.0 0.0 0.0
H -2.235439 -3.628641 -2.585407 0.0 0.0 0.0
```
Positions in Å, forces in eV/Å.

## Properties
Net charge: -1
HOMO level (alpha / beta): -4.95 / -4.36 eV
Orbital gap (alpha / beta): 6.90 / 6.30 eV
<S²>: 1.0428
2S+1: 2